1.
The following is a DFT calculation (the ωB97M-V functional and the def2-TZVPD basis) of a 14-piece molecular cluster, C41H117N7O17 overall at a distorted geometry.

```
! RIJCOSX wB97M-V def2-TZVPD def2/J DEFGRID3
* xyz 0 1
C -4.3305 -1.0478 5.6756
O -3.7888 -0.2446 4.6371
H -3.5045 -1.6116 6.1172
H -4.7626 -0.4621 6.4977
H -5.1538 -1.6136 5.2463
H -2.8990 0.0731 4.8664
C -2.7454 2.0978 1.1860
O -2.0554 1.7479 0.0043
H -3.5937 1.4073 1.2952
H -2.0925 1.9481 2.0489
H -3.1364 3.1090 1.0745
H -1.3896 1.0539 0.2192
C 1.4097 -0.7425 4.1734
O 1.5464 -1.8975 3.3556
H 0.4468 -0.2669 3.9711
H 1.5107 -1.0622 5.2157
H 2.2216 -0.0262 4.0461
H 0.9774 -2.6048 3.7213
C -3.5255 -1.6580 -2.1139
O -2.2152 -1.5728 -1.5613
H -3.4579 -1.5328 -3.1918
H -3.9063 -2.6829 -1.9995
H -4.1628 -0.9455 -1.5908
H -2.2885 -1.6418 -0.5856
C -1.4510 1.9521 -6.3825
O -0.1874 2.0864 -5.7518
H -1.3185 1.9348 -7.4716
H -1.8063 0.9495 -6.1549
H -2.1536 2.7460 -6.1340
H 0.1625 2.9735 -5.8652
C -1.5230 2.0977 5.1320
O -1.2127 0.6877 5.1026
H -2.3658 2.2118 5.8110
H -0.6584 2.6615 5.4822
H -1.7830 2.5047 4.1549
H -0.2583 0.6141 5.1756
C -2.4300 -5.0631 -0.2912
O -1.5882 -6.1376 0.0304
H -2.8900 -5.1690 -1.2760
H -3.2757 -4.9385 0.3980
H -2.0011 -4.0585 -0.2029
H -0.6764 -5.8634 -0.1090
C 5.2634 0.3669 -4.3328
O 4.5562 -0.6532 -3.6494
C 5.2575 -1.1344 -2.5185
C 4.2781 -1.2616 -1.3472
N 4.8443 -2.0345 -0.2594
C 5.8079 -1.2706 0.5546
C 5.2031 -0.1550 1.4082
O 4.3218 -0.7325 2.3500
C 3.8377 0.2147 3.2863
H 5.6187 1.1749 -3.6872
H 4.5732 0.7913 -5.0634
H 6.0995 -0.0574 -4.8973
H 6.1091 -0.5014 -2.2313
H 5.8174 -2.0556 -2.7186
H 3.3640 -1.7281 -1.7188
H 3.8836 -0.3084 -0.9739
H 4.1587 -2.3589 0.4144
H 6.5094 -0.8004 -0.1366
H 6.3519 -1.9750 1.1821
H 4.6530 0.5984 0.8263
H 6.0046 0.4150 1.8999
H 3.3497 1.0803 2.8337
H 4.6590 0.5053 3.9468
H 3.1121 -0.3449 3.8777
C 1.7537 0.8371 -3.0731
O 1.4565 0.1197 -1.9054
C 1.5242 0.9612 -0.7692
C 1.2646 0.0985 0.4761
N -0.1417 -0.2529 0.6240
C -0.3304 -0.9628 1.8982
C -1.7865 -1.3321 2.1856
O -2.3273 -2.1320 1.1466
C -3.6344 -2.5546 1.5019
H 1.0932 1.6961 -3.2380
H 1.7855 0.2366 -3.9793
H 2.7646 1.2578 -2.9668
H 0.7537 1.7332 -0.8324
H 2.5359 1.3707 -0.6971
H 1.5272 0.7794 1.2931
H 1.9365 -0.7668 0.4776
H -0.3212 -0.8854 -0.1555
H -0.0818 -0.2175 2.6592
H 0.3151 -1.8477 1.9081
H -2.3591 -0.4057 2.2804
H -1.7724 -1.8319 3.1598
H -3.6092 -3.2200 2.3694
H -4.1196 -2.9885 0.6297
H -4.2618 -1.7094 1.8143
C -9.7540 -1.1728 0.9117
O -8.6088 -0.5896 0.3319
C -7.7068 -0.1038 1.2937
C -6.5275 0.5485 0.5888
N -6.9456 1.7296 -0.1315
C -5.8603 2.4095 -0.8429
C -6.4532 3.4884 -1.7560
O -6.9918 4.6037 -1.0842
C -6.0869 5.3302 -0.3080
H -10.3496 -0.4308 1.4488
H -9.4796 -2.0452 1.5114
H -10.3739 -1.5392 0.0924
H -7.2904 -0.9477 1.8651
H -8.1784 0.5686 2.0170
H -6.0697 -0.2263 -0.0498
H -5.7133 0.7694 1.2825
H -7.6948 1.5697 -0.7908
H -5.3080 1.7303 -1.5071
H -5.1780 2.8303 -0.1052
H -7.2911 3.0528 -2.3026
H -5.6994 3.8196 -2.4791
H -5.9096 4.8967 0.6785
H -6.4752 6.3406 -0.1641
H -5.1260 5.5209 -0.8041
C 4.1260 3.9850 -2.6470
C 4.8551 5.0384 -3.4771
C 6.0791 4.4233 -4.1428
O 6.9294 3.9542 -3.1136
C 8.1822 3.5275 -3.6174
N 3.8654 5.5964 -4.4460
H 3.3852 4.4671 -1.9965
H 4.8320 3.5444 -1.9407
H 3.5645 3.2602 -3.2311
H 5.1530 5.8350 -2.7878
H 6.5468 5.1938 -4.7692
H 5.8650 3.5659 -4.7893
H 8.8807 3.3437 -2.7999
H 8.6522 4.3181 -4.2077
H 8.0176 2.5733 -4.1259
H 3.3034 6.1960 -3.8468
H 4.3878 6.2363 -5.0457
C 0.1897 3.3100 2.0096
C 1.5838 3.8834 2.1888
C 1.9039 4.9716 1.1902
O 3.2155 5.4150 1.3787
C 3.5956 6.4830 0.5787
N 1.6981 4.2988 3.6065
H -0.6128 4.0019 2.2792
H 0.0994 2.3916 2.5883
H -0.0137 3.0500 0.9651
H 2.2516 3.0253 2.0557
H 1.1626 5.7831 1.3032
H 1.7329 4.6543 0.1495
H 2.9612 7.3771 0.6719
H 3.5546 6.2507 -0.4953
H 4.6018 6.8328 0.8010
H 2.6694 4.5892 3.7157
H 1.1283 5.1360 3.7113
C 2.9819 -5.1311 3.5890
C 1.7808 -5.7535 4.2999
C 0.4637 -5.5598 3.5754
O 0.1146 -4.1827 3.5711
C -0.9851 -3.9707 2.7219
N 2.0498 -7.1928 4.4922
H 3.8998 -5.3600 4.1278
H 2.8564 -4.0608 3.4260
H 3.0568 -5.5759 2.5914
H 1.7879 -5.2927 5.2978
H -0.3465 -6.0969 4.0814
H 0.5612 -5.9978 2.5773
H -0.8060 -4.1411 1.6589
H -1.2955 -2.9215 2.7138
H -1.8600 -4.5277 3.0704
H 2.7969 -7.2444 5.1773
H 1.2648 -7.6579 4.9396
C 1.3738 -4.0647 -4.2183
C 0.0275 -3.6248 -3.6216
C -1.0556 -4.6811 -3.7331
O -1.5545 -4.9129 -5.0444
C -2.3382 -3.8532 -5.5274
N 0.2089 -3.2415 -2.2278
H 1.7377 -4.9112 -3.6309
H 2.0836 -3.2455 -4.1217
H 1.2579 -4.3863 -5.2530
H -0.3376 -2.7573 -4.1970
H -1.9572 -4.4308 -3.1550
H -0.6835 -5.5969 -3.2657
H -2.7713 -4.1738 -6.4750
H -1.8018 -2.9231 -5.7301
H -3.1697 -3.6685 -4.8379
H -0.6964 -2.8871 -1.9047
H 0.7938 -2.4112 -2.1865
*
```

Output
Orbital gap (eV): 9.036
Maximum force (eV/A): 4.28
Calculated total energy (Eh): -3294.20111
HOMO energy (eV): -8.6
Molar mass (Da): 980.4


2.
The following is a DFT calculation (the ωB97M-V functional and the def2-TZVPD basis) of one molecule with the formula C4H11NS2 at a distorted geometry.

```
! RIJCOSX wB97M-V def2-TZVPD def2/J DEFGRID3
* xyz 0 1
C 1.1814 3.0693 -2.0256
N 0.5713 1.7170 -1.9086
C -0.2162 1.7332 -0.6254
C -0.9124 0.2734 -0.5581
C -1.1781 0.1555 0.9751
S -0.9061 -1.6483 1.3246
S 1.0092 -2.0476 0.7491
H 1.6793 3.7187 -1.2967
H 0.2162 3.6930 -2.3396
H 1.7235 3.1628 -2.9785
H 1.1451 0.8635 -1.6660
H -1.0741 2.4767 -0.4463
H 0.4858 1.9515 0.2220
H -1.7248 0.3855 -1.2101
H -0.3455 -0.4852 -1.0102
H -0.6686 0.7227 1.6504
H -2.2050 0.4594 1.3604
H 1.8707 -1.2210 1.3005
*
```

Output
SMILES: CNCCCSS
Orbital gap (eV): 8.980
Maximum force (eV/A): 5.54
Calculated total energy (Eh): -1010.03905
HOMO energy (eV): -8.5
Molar mass (Da): 137.3
ΔE to the lowest compared entry with this formula, charge and spin (kJ/mol): 260.8


3.
The following is a DFT calculation (the ωB97M-V functional and the def2-TZVPD basis) of C20H48AlF6O24S8 as an isolated structure at a distorted geometry.

```
! RIJCOSX wB97M-V def2-TZVPD def2/J DEFGRID3
* xyz 1 1
Al -0.8934 -0.1566 0.0244
C 1.7903 -4.2844 -2.3334
F 1.8114 -5.5926 -2.6599
F 2.9752 -3.8811 -1.8846
F 1.4332 -3.5413 -3.4039
S 0.4431 -4.0160 -0.9347
O -0.8981 -4.2953 -1.5338
O 0.8081 -4.9113 0.1941
O 0.5987 -2.5966 -0.5629
C 0.6818 5.1457 0.2383
F 0.8089 4.7358 1.4987
F -0.5958 5.6362 0.0650
F 1.4819 6.2098 -0.0218
S 1.1302 3.5898 -0.9291
O 0.8426 3.9443 -2.3108
O 2.5395 3.3006 -0.6158
O 0.2862 2.4350 -0.5251
O 0.3752 -4.1333 3.1599
S 0.7492 -2.7504 3.0642
O 0.0798 -1.8705 2.0760
O 0.7461 -2.0496 4.5378
C 0.5330 -2.7914 5.7156
C 1.7446 -3.5436 6.0796
C 2.5486 -2.7123 2.6979
H -0.3459 -3.4305 5.6319
H 0.4129 -2.0914 6.5424
H 1.5876 -4.0459 7.0341
H 2.5405 -2.8140 6.2289
H 2.0722 -4.1871 5.2630
H 2.9861 -3.4436 3.3777
H 2.9328 -1.7290 2.9692
H 2.6524 -2.9518 1.6396
O 0.3537 -0.2489 -5.1247
S 1.0280 0.2260 -3.8841
O 0.3240 0.2218 -2.6101
O 2.4771 -0.6316 -3.7177
C 3.2075 -0.8416 -4.9026
C 4.3324 -1.8201 -4.5367
C 1.7053 1.9014 -4.2490
H 3.5836 0.0817 -5.3432
H 2.5193 -1.4170 -5.5218
H 3.8887 -2.6920 -4.0561
H 5.1348 -1.4021 -3.9288
H 4.7596 -2.1500 -5.4836
H 2.4607 2.1101 -3.4914
H 0.8125 2.5244 -4.1956
H 2.1724 2.0188 -5.2269
O -2.2142 2.1346 1.4111
S -2.6881 3.1549 2.2960
O -3.6403 2.7915 3.2961
O -1.4275 4.0176 2.9548
C -1.5911 4.6906 4.1817
C -0.5425 5.8267 4.2401
C -3.4052 4.5338 1.2755
H -1.5156 3.9525 4.9803
H -2.6214 5.0465 4.1803
H 0.4350 5.3479 4.2988
H -0.6403 6.3530 5.1896
H -0.5321 6.5218 3.4006
H -4.0330 4.0542 0.5245
H -2.7436 5.0848 0.6071
H -4.0595 5.1443 1.8979
O -3.7401 -4.5548 -0.4611
S -3.3661 -3.7742 0.7219
O -2.6026 -2.5189 0.5118
O -4.6910 -3.3558 1.6629
C -5.6102 -4.4180 1.9713
C -6.7327 -4.3944 0.9308
C -2.4860 -4.8537 1.9920
H -6.1483 -4.2725 2.9079
H -5.1979 -5.4265 2.0025
H -6.5010 -4.8452 -0.0342
H -6.9679 -3.3435 0.7624
H -7.6714 -4.8623 1.2275
H -1.5475 -5.0208 1.4633
H -3.0812 -5.7349 2.2312
H -2.2264 -4.1669 2.7977
O 2.1003 -0.1358 -0.1444
S 3.5782 -0.0789 0.1469
O 4.1328 0.3177 1.4598
O 4.0534 -1.6713 -0.1807
C 5.3123 -2.0973 0.3666
C 5.6816 -3.4844 -0.2513
C 4.4253 0.7017 -1.1986
H 5.2883 -2.1579 1.4547
H 6.0236 -1.2941 0.1740
H 6.6414 -3.8210 0.1405
H 5.7684 -3.2293 -1.3075
H 4.9436 -4.2627 -0.0569
H 3.9421 0.4174 -2.1333
H 5.4859 0.4524 -1.2321
H 4.4094 1.7152 -0.7978
O -2.3545 1.5683 -1.6680
S -3.0802 2.3550 -2.6742
O -4.2034 1.7454 -3.3363
O -3.5008 3.8645 -2.0304
C -4.2384 4.6753 -2.8370
C -3.5822 6.0479 -2.6133
C -1.9042 2.8797 -3.9881
H -5.2711 4.7665 -2.5006
H -4.1849 4.5257 -3.9154
H -2.5914 6.0594 -3.0675
H -3.6056 6.1652 -1.5299
H -3.9288 6.8775 -3.2295
H -1.1761 3.4467 -3.4082
H -2.5049 3.4938 -4.6591
H -1.4892 1.9863 -4.4547
*
```

Output
Orbital gap (eV): 3.053
Maximum force (eV/A): 5.29
Calculated total energy (Eh): -6623.09980
HOMO energy (eV): -12.3
Molar mass (Da): 1070.1
ΔE to the lowest compared entry with this formula, charge and spin (kJ/mol): 553.0


4.
The following is a DFT calculation (the ωB97M-V functional and the def2-TZVPD basis) of a 2-piece molecular cluster, C2H9N2S overall.

```
! RIJCOSX wB97M-V def2-TZVPD def2/J DEFGRID3
* xyz -1 1
C -0.0764 1.7322 1.5964
S 0.0114 2.2766 -0.1463
H 0.9044 1.5780 2.0363
H -0.6382 0.7956 1.7032
H -0.6272 2.4958 2.1443
N 1.2553 -1.0727 -0.3904
C -0.1248 -1.5245 -0.6479
N -0.9787 -0.6655 -1.4329
H 1.2127 -0.5984 0.5073
H 1.4959 -0.3070 -1.0120
H -0.6125 -1.6787 0.3240
H -0.1359 -2.5434 -1.0470
H -0.8630 -0.8192 -2.4250
H -0.8231 0.3311 -1.2100
*
```

Output
Orbital gap (eV): 6.762
Maximum force (eV/A): 0.63
Calculated total energy (Eh): -589.31592
HOMO energy (eV): -2.5
Molar mass (Da): 93.2
ΔE to the lowest compared entry with this formula, charge and spin (kJ/mol): 43.7